Entry from the OMol25 dataset: 7 unconnected molecules or ions with the total composition C31H42BF18N3O17S at a distorted geometry (ωB97M-V/def2-TZVPD).

Structure (XYZ):
```
113
Properties=species:S:1:pos:R:3:lowdin_charge:R:1
N -5.83 -0.90 0.05 0.24
B -4.43 -1.08 0.05 -0.74
O -3.84 -2.21 0.56 0.19
O -3.62 0.03 -0.35 0.20
C -2.96 -0.12 -1.49 -0.56
O -2.14 0.63 -1.91 0.15
O -3.32 -1.25 -2.11 0.01
C -3.30 -1.21 -3.55 -0.13
C -4.62 -1.73 -4.09 -0.15
C -5.13 -2.98 -3.41 -0.23
C -4.31 -4.25 -3.72 -0.45
S -4.06 -5.35 -2.32 1.03
C -2.57 -4.75 -1.67 -0.72
N -1.99 -5.17 -0.61 0.05
N -0.84 -4.41 -0.47 0.08
C -0.83 -3.60 -1.46 -0.17
O -1.90 -3.75 -2.29 0.01
H -6.38 -1.69 -0.24 0.09
H -6.15 -0.05 -0.39 0.09
H -3.68 -2.91 -0.07 0.08
H -3.09 -0.20 -3.89 0.13
H -2.49 -1.85 -3.88 0.10
H -4.51 -1.88 -5.16 0.13
H -5.35 -0.94 -3.94 0.12
H -5.26 -2.83 -2.35 0.08
H -6.13 -3.16 -3.80 0.11
H -4.86 -4.86 -4.42 0.07
H -3.36 -4.03 -4.19 0.07
H -0.11 -2.84 -1.69 0.13
C 2.94 -3.30 -3.82 -0.04
C 2.47 -4.27 -4.88 -0.14
O 1.17 -3.90 -5.39 0.05
C 1.16 -2.96 -6.32 -0.41
O 2.09 -2.39 -6.80 0.18
C -0.30 -2.69 -6.76 -0.55
F -1.11 -2.62 -5.70 0.15
F -0.73 -3.68 -7.55 0.17
F -0.38 -1.55 -7.43 0.18
H 2.21 -3.22 -3.02 0.09
H 3.89 -3.64 -3.40 0.05
H 3.09 -2.30 -4.24 0.12
H 2.34 -5.26 -4.47 0.11
H 3.17 -4.34 -5.71 0.14
C 0.29 2.47 -2.59 -0.06
C 0.68 1.90 -1.25 -0.17
O 2.04 1.39 -1.29 0.04
C 3.03 2.23 -1.12 -0.42
O 2.98 3.40 -0.88 0.17
C 4.36 1.45 -1.20 -0.55
F 4.35 0.61 -2.26 0.16
F 4.51 0.71 -0.10 0.16
F 5.39 2.26 -1.33 0.18
H 0.45 1.74 -3.38 0.08
H -0.76 2.76 -2.58 0.07
H 0.89 3.35 -2.83 0.08
H 0.07 1.03 -1.01 0.11
H 0.57 2.62 -0.44 0.12
C -3.89 2.55 1.53 -0.04
C -5.08 3.20 2.19 -0.18
O -4.72 4.50 2.70 0.04
C -4.73 5.49 1.83 -0.41
O -5.01 5.44 0.67 0.17
C -4.33 6.80 2.54 -0.55
F -3.27 6.61 3.34 0.16
F -5.35 7.24 3.28 0.17
F -4.02 7.73 1.65 0.17
H -3.04 2.51 2.21 0.07
H -4.12 1.54 1.21 0.06
H -3.57 3.11 0.65 0.09
H -5.40 2.63 3.06 0.13
H -5.92 3.29 1.51 0.12
C 5.73 -2.31 -0.65 -0.04
C 5.35 -2.53 -2.10 -0.17
O 5.05 -3.92 -2.37 0.01
C 3.83 -4.31 -2.07 -0.50
O 2.93 -3.65 -1.63 0.11
C 3.66 -5.80 -2.44 -0.51
F 4.71 -6.52 -2.04 0.19
F 3.56 -5.92 -3.77 0.11
F 2.57 -6.30 -1.89 0.20
H 6.57 -2.96 -0.38 0.09
H 6.02 -1.28 -0.50 0.07
H 4.91 -2.54 0.02 0.09
H 6.18 -2.28 -2.76 0.14
H 4.50 -1.92 -2.38 0.11
C 0.72 7.13 2.69 -0.05
C 1.51 5.86 2.89 -0.18
O 0.86 4.99 3.85 0.04
C -0.12 4.24 3.39 -0.41
O -0.54 4.17 2.27 0.16
C -0.69 3.39 4.54 -0.54
F -0.85 4.11 5.65 0.18
F 0.13 2.37 4.82 0.16
F -1.88 2.90 4.19 0.16
H 0.55 7.64 3.65 0.09
H 1.26 7.81 2.03 0.08
H -0.26 6.92 2.25 0.07
H 2.48 6.07 3.32 0.13
H 1.66 5.33 1.96 0.12
C 1.64 0.35 6.78 -0.06
C 2.12 -0.10 8.14 -0.19
O 3.54 -0.34 8.14 0.03
C 4.32 0.72 8.29 -0.41
O 3.97 1.86 8.42 0.17
C 5.80 0.28 8.31 -0.55
F 6.05 -0.61 7.34 0.17
F 6.08 -0.28 9.49 0.17
F 6.59 1.33 8.14 0.18
H 1.93 -0.37 6.02 0.09
H 0.56 0.46 6.78 0.08
H 2.08 1.31 6.51 0.07
H 1.67 -1.05 8.41 0.13
H 1.88 0.63 8.91 0.13
```

The value obtained for the orbital gap is 9.47 eV. Its SMILES is NB(O)OC(=O)OCCCCSc1nnco1.CCOC(=O)C(F)(F)F.CCOC(=O)C(F)(F)F.CCOC(=O)C(F)(F)F.CCOC(=O)C(F)(F)F.CCOC(=O)C(F)(F)F.CCOC(=O)C(F)(F)F.